A structure of composition C29H43ClN6O6Sn in a non-equilibrium geometry, computed with wB97M-V/def2-TZVPD.

```
! wB97M-V def2-TZVPD RIJCOSX def2/J DEFGRID3
* xyz -2 1
Sn -0.6042 -0.0906 -0.6692
Cl 0.8884 -1.9568 -1.1443
C -0.1184 0.7996 3.5541
C 0.0014 0.9458 1.3257
N 0.5494 0.3693 2.4385
H -1.5474 2.4573 3.7357
N -0.8029 1.9313 1.8053
H 0.0768 0.4242 4.5457
C 1.6684 -0.6020 2.5408
C 2.4438 -0.3800 3.8395
C 1.0845 -2.0033 2.5331
H 1.8840 -0.6729 4.7342
H 3.3467 -1.0093 3.8118
H 2.7684 0.6624 3.9348
H 3.4671 -1.0581 1.5438
H 2.9542 0.6606 1.3690
H 0.5000 -2.1953 1.6257
C 2.6153 -0.3833 1.3802
H 0.4507 -2.1699 3.4112
H 1.9192 -2.7197 2.5739
H 2.1495 -0.6490 0.4231
C -0.9210 1.8018 3.1635
C -3.0489 2.5495 0.9991
H -3.5032 2.4889 1.9964
H -3.6025 3.2960 0.4109
C -1.5858 2.9754 1.0757
H -1.4864 4.0934 -0.7104
C -1.4902 4.2848 1.8549
H -0.4445 4.5340 2.0640
H -3.1635 1.5726 0.5127
H -1.2213 2.3706 -1.0042
H -2.0702 4.2749 2.7821
H -1.8988 5.0976 1.2400
C -0.9988 3.1939 -0.3063
H 0.0840 3.3647 -0.2646
C 0.3260 -2.3627 -8.0606
N 0.4499 -2.2550 -6.6931
H -0.5804 -0.9851 -9.4817
N -0.5904 -0.5074 -7.3589
H 0.7102 -3.1705 -8.6467
C 1.2493 -3.1434 -5.8391
C 1.6081 -4.4050 -6.5989
C 2.4941 -2.3911 -5.3790
H 2.2514 -4.1963 -7.4601
H 2.1610 -5.0839 -5.9367
H 0.7057 -4.9283 -6.9379
H 1.0212 -4.1066 -3.9443
H -0.4952 -3.9875 -4.8930
H 2.2156 -1.4803 -4.8336
C 0.4243 -3.4644 -4.6087
H 3.1394 -2.1114 -6.2196
H 3.0730 -3.0360 -4.7050
H 0.1542 -2.5504 -4.0717
C -0.3252 -1.2622 -8.4794
C 0.0030 1.8410 -7.0759
H 0.7879 1.8142 -7.8421
H -0.4038 2.8609 -7.0403
C -1.1292 0.8636 -7.3815
H -2.5049 2.0012 -6.2051
C -1.7700 1.1617 -8.7277
H -2.5755 0.4470 -8.9429
H 0.4491 1.6055 -6.0995
H -1.6934 0.6600 -5.3186
H -1.0372 1.1564 -9.5440
H -2.2157 2.1673 -8.7078
C -2.1494 0.9624 -6.2662
H -3.0022 0.3058 -6.4765
C -0.1229 -1.1165 -6.2436
O -1.5490 -2.5499 0.8583
C -2.2650 -1.5994 1.2189
O -2.4790 -0.5191 0.4937
C -2.8491 -1.6031 2.6172
C -3.4860 -0.4857 3.1582
C -3.6976 -0.3818 4.5400
C -3.4693 -1.4744 5.3882
C -2.9800 -2.6560 4.8119
C -2.6198 -2.7124 3.4480
N -2.7649 -3.8105 5.6575
O -3.0642 -3.7242 6.8714
O -2.2850 -4.8489 5.1500
N -3.8548 0.9395 5.1030
O -3.9441 1.9138 4.3101
O -3.8427 1.0733 6.3414
H -3.7885 0.3242 2.5038
H -3.6398 -1.3878 6.4541
H -2.1932 -3.6171 3.0211
*
```

- orbital gap (spin up / spin down) (eV) = 2.18 / 1.79
- lowest unoccupied orbital energy (spin up / spin down) (eV) = 3.12 / 3.12
- E_HOMO (spin up / spin down) (eV) = 0.945 / 1.331


The ion CH5N4S with charge +1 in a non-equilibrium geometry, computed with wB97M-V/def2-TZVPD.

```
! wB97M-V def2-TZVPD RIJCOSX def2/J DEFGRID3
* xyz 1 1
C 0.9381 0.7562 -0.5510
N 2.3055 2.5547 0.4893
N 1.8801 1.4145 -0.1638
N -1.1270 -1.7235 0.1788
N -2.3749 -1.9595 0.1508
S -0.2002 -0.2085 -1.1086
H 3.3051 2.7398 0.2352
H -0.7063 -2.4958 -0.3476
H -3.0298 -1.2848 0.3169
H -2.8298 -2.4777 -0.6262
H 1.8392 2.6847 1.4263
*
```

- orbital gap (spin up / spin down) (eV) = 7.12 / 7.12
- energy relative to the best compared isomer or geometry (same formula, charge and spin) (kcal per mole) = 57.70
- lowest unoccupied orbital energy (spin up / spin down) (eV) = -5.80 / -5.80
- E_HOMO (spin up / spin down) (eV) = -12.923 / -12.923